Molecular formula: C27H72CuF2NO31S11
Method: DFT, ωB97M-V/def2-TZVPD

Element x y z (Å)
Cu -1.613 1.667 -0.396
N -0.477 0.400 0.793
S -0.539 -1.048 1.501
O -1.170 -1.126 2.757
O 0.538 -1.917 1.187
F -1.692 -1.615 0.511
S 0.946 0.942 1.489
O 2.114 0.667 0.751
O 1.001 1.024 2.904
F 0.674 2.479 1.132
O -3.521 0.834 0.215
S -4.779 0.411 0.802
O -5.818 1.348 0.951
O -5.294 -0.753 -0.102
C -4.236 -1.682 -0.436
C -4.607 -2.503 -1.652
C -4.504 -0.480 2.298
H -4.130 -2.319 0.447
H -3.278 -1.202 -0.622
H -4.769 -1.830 -2.496
H -5.531 -3.053 -1.491
H -3.781 -3.183 -1.830
H -4.100 -1.460 2.061
H -5.480 -0.619 2.759
H -3.859 0.074 2.973
O -2.053 3.059 1.115
S -2.427 3.522 2.419
O -2.693 4.880 2.643
O -3.648 2.640 2.836
C -4.387 3.092 4.001
C -5.692 2.326 4.041
C -1.222 3.017 3.604
H -4.639 4.147 3.897
H -3.825 2.984 4.929
H -6.403 2.663 3.289
H -6.182 2.502 5.001
H -5.554 1.256 3.891
H -0.266 3.432 3.298
H -1.179 1.930 3.615
H -1.556 3.391 4.566
O 2.039 7.714 -0.363
S 1.993 7.191 0.962
O 3.011 6.324 1.444
O 1.887 8.381 1.989
C 1.210 9.600 1.610
C 2.216 10.579 1.065
C 0.441 6.369 1.210
H 0.841 10.011 2.554
H 0.312 9.442 1.015
H 3.052 10.696 1.750
H 1.816 11.593 0.954
H 2.530 10.298 0.061
H -0.377 6.817 0.657
H 0.334 6.347 2.290
H 0.580 5.360 0.819
O -0.806 -5.255 -3.468
S -0.290 -5.915 -2.318
O -1.062 -6.810 -1.554
O 0.995 -6.686 -2.774
C 1.915 -6.023 -3.637
C 2.882 -7.026 -4.227
C 0.451 -4.704 -1.270
H 2.501 -5.271 -3.107
H 1.398 -5.437 -4.402
H 2.497 -7.501 -5.125
H 3.104 -7.780 -3.471
H 3.822 -6.523 -4.450
H 1.108 -5.245 -0.598
H -0.301 -4.099 -0.790
H 1.091 -4.125 -1.937
O 4.108 -0.085 -4.038
S 4.708 -1.026 -3.137
O 4.419 -2.411 -3.168
O 6.275 -0.905 -3.248
C 6.874 0.404 -3.029
C 8.323 0.325 -3.422
C 4.492 -0.474 -1.469
H 6.736 0.629 -1.970
H 6.320 1.147 -3.607
H 8.441 0.341 -4.503
H 8.768 -0.607 -3.075
H 8.841 1.173 -2.977
H 4.640 0.594 -1.345
H 5.240 -0.945 -0.832
H 3.500 -0.779 -1.140
O -0.322 -2.460 5.329
S 1.048 -2.219 5.531
O 1.856 -3.019 6.391
O 1.708 -2.184 4.096
C 3.128 -2.267 3.960
C 3.640 -1.049 3.191
C 1.212 -0.520 5.973
H 3.443 -3.211 3.512
H 3.671 -2.292 4.912
H 3.538 -1.212 2.118
H 4.729 -1.008 3.314
H 3.215 -0.129 3.570
H 0.558 0.008 5.277
H 2.222 -0.162 5.789
H 0.861 -0.302 6.976
O -4.459 -3.963 2.184
S -3.465 -4.797 1.590
O -3.294 -4.818 0.185
O -2.056 -4.402 2.174
C -2.041 -4.134 3.631
C -0.640 -4.371 4.125
C -3.602 -6.442 2.249
H -2.719 -4.810 4.144
H -2.292 -3.081 3.714
H -0.488 -3.938 5.112
H 0.055 -3.871 3.464
H -0.385 -5.430 4.171
H -3.584 -6.352 3.330
H -2.663 -6.914 1.964
H -4.503 -6.864 1.825
O 0.550 -1.102 -2.227
S -0.746 -0.764 -2.669
O -1.540 0.238 -1.966
O -0.615 -0.270 -4.138
C -1.750 -0.366 -5.050
C -1.287 0.080 -6.413
C -1.712 -2.239 -2.805
H -2.595 0.200 -4.649
H -2.106 -1.393 -5.172
H -0.418 -0.489 -6.748
H -1.050 1.139 -6.507
H -2.050 -0.147 -7.160
H -1.666 -2.763 -1.858
H -1.228 -2.806 -3.602
H -2.725 -2.021 -3.123
O 1.961 4.124 -1.473
S 1.250 3.086 -2.107
O 0.061 2.566 -1.466
O 0.844 3.598 -3.534
C -0.128 2.880 -4.311
C -0.832 3.879 -5.210
C 2.320 1.755 -2.521
H -0.871 2.349 -3.713
H 0.335 2.129 -4.959
H -1.532 3.333 -5.844
H -0.141 4.519 -5.750
H -1.448 4.559 -4.614
H 3.238 2.149 -2.942
H 1.814 1.160 -3.274
H 2.452 1.232 -1.582

Properties
orbital gap (alpha / beta): 9.38 / 5.54 eV
<S²>: 0.75
calculated total energy: -9679.0001 hartree
multiplicity: 2
total charge: +1

=====

Molecular formula: C36H40P2Tc
Method: DFT, ωB97M-V/def2-TZVPD

Element x y z (Å)
Tc -1.197 0.902 -1.007
C -2.296 1.110 -3.082
C -1.880 -0.163 -2.575
C -0.779 -0.942 -3.334
C 0.522 -0.108 -3.387
C 0.579 0.755 -2.087
C 0.150 2.107 -1.956
C -0.456 2.893 -3.103
C -1.526 2.113 -3.905
C 1.553 -0.458 2.662
H -3.386 1.267 -3.056
H -2.682 -0.806 -2.191
H -1.194 -1.190 -4.327
H -0.496 -1.880 -2.828
H 1.421 -0.756 -3.428
H 0.599 0.483 -4.312
H 1.415 0.442 -1.427
H 0.749 2.721 -1.274
H 0.313 3.284 -3.772
H -0.925 3.780 -2.663
H -2.259 2.853 -4.261
H -1.082 1.749 -4.847
H 1.020 0.488 2.588
H 2.127 -0.489 3.595
H 0.831 -1.272 2.643
P -0.822 -1.052 0.423
P 2.710 -0.602 1.318
C 0.604 -2.062 0.046
C 1.892 -1.558 0.039
C -2.058 -2.200 1.052
C -2.672 -3.109 0.169
C -3.497 -4.109 0.673
C -3.767 -4.186 2.045
C -3.274 -3.196 2.902
C -2.461 -2.178 2.408
C -3.922 1.228 -0.632
C -4.071 2.601 -0.597
C -5.038 3.134 0.294
C -6.073 2.285 0.744
C -6.033 0.915 0.485
C -4.886 0.358 -0.168
C 4.170 -1.571 1.727
C 3.957 -2.888 2.188
C 5.029 -3.646 2.655
C 6.323 -3.113 2.596
C 6.558 -1.857 2.016
C 5.481 -1.073 1.588
C 3.082 1.046 0.651
C 2.671 2.230 1.295
C 3.083 3.475 0.817
C 3.808 3.561 -0.374
C 4.080 2.402 -1.108
C 3.751 1.149 -0.578
H 0.406 -3.056 -0.394
H 2.575 -1.841 -0.777
H -2.484 -3.027 -0.900
H -3.929 -4.850 0.001
H -4.362 -5.014 2.443
H -3.526 -3.238 3.963
H -2.123 -1.371 3.057
H -3.364 3.268 -1.097
H -4.969 4.168 0.633
H -6.907 2.684 1.362
H -6.830 0.269 0.895
H -4.758 -0.733 -0.233
H 2.947 -3.309 2.183
H 4.853 -4.641 3.069
H 7.153 -3.675 3.009
H 7.576 -1.481 1.911
H 5.641 -0.088 1.146
H 2.043 2.184 2.181
H 2.836 4.373 1.380
H 4.141 4.533 -0.738
H 4.559 2.469 -2.087
H 4.032 0.250 -1.127
C -1.278 1.676 1.532
H -1.088 1.047 2.410
H -2.326 2.029 1.455
H -0.567 2.508 1.387

Properties
orbital gap (alpha / beta): 5.02 / 5.43 eV
<S²>: 4.08
calculated total energy: -2158.4297 hartree
multiplicity: 4
total charge: +2

=====

Molecular formula: C35H59N7OPZr
Method: DFT, ωB97M-V/def2-TZVPD

Element x y z (Å)
Zr -0.285 -0.827 -1.361
C -1.035 1.868 -1.257
N -0.202 1.232 -2.292
C 1.115 1.877 -2.424
C -0.952 1.292 -3.545
C -1.055 2.437 -4.316
C -1.745 2.391 -5.516
C -2.346 1.208 -5.921
C -2.264 0.068 -5.148
C -1.587 0.091 -3.920
N -1.468 -0.968 -3.041
C -1.179 -2.251 -3.551
C -2.123 -3.127 -4.071
C -1.752 -4.406 -4.450
C -0.446 -4.831 -4.296
C 0.518 -3.968 -3.793
C 0.166 -2.677 -3.446
N 1.124 -1.669 -2.961
C 2.256 -2.254 -2.219
C 1.626 -0.962 -4.155
H -1.181 2.937 -1.471
H -0.567 1.759 -0.267
H -2.028 1.395 -1.267
H 1.065 2.956 -2.240
H 1.484 1.739 -3.441
H 1.837 1.445 -1.716
H -0.590 3.362 -4.006
H -1.805 3.271 -6.133
H -2.894 1.184 -6.849
H -2.725 -0.848 -5.481
H -3.149 -2.805 -4.147
H -2.490 -5.076 -4.858
H -0.164 -5.835 -4.567
H 1.531 -4.321 -3.678
H 2.942 -2.807 -2.875
H 1.858 -2.940 -1.463
H 2.834 -1.451 -1.736
H 2.059 -1.675 -4.871
H 2.400 -0.246 -3.870
H 0.803 -0.446 -4.658
C -0.133 -1.848 1.325
C -0.996 -2.662 0.332
C -2.364 -1.975 0.091
C -1.226 -4.080 0.876
O -0.289 -2.663 -0.874
H -0.683 -1.692 2.254
H 1.229 -0.542 0.536
H 0.765 -2.440 1.550
H -2.883 -1.806 1.031
H -2.979 -2.606 -0.558
H -2.204 -1.000 -0.425
H -1.627 -4.023 1.885
H -0.291 -4.639 0.890
H -1.929 -4.618 0.247
N 0.229 -0.519 0.768
P 0.252 0.562 2.316
N 0.364 2.092 1.532
C -0.319 3.184 2.218
C 0.573 4.062 3.092
C 1.707 4.642 2.260
C 2.486 3.468 1.685
C 1.563 2.567 0.861
N 2.329 0.297 2.277
C 3.209 -0.676 1.667
C 4.608 -0.668 2.294
C 4.540 -1.061 3.775
C 3.211 -0.599 4.384
C 2.708 0.624 3.626
N -1.574 0.502 2.326
C -2.639 1.191 1.607
C -3.698 1.794 2.534
C -4.409 0.708 3.344
C -3.434 -0.429 3.682
C -1.992 0.071 3.663
H -1.104 2.760 2.840
H -0.785 3.824 1.454
H 0.984 3.468 3.911
H -0.045 4.854 3.517
H 2.351 5.277 2.870
H 1.301 5.263 1.458
H 2.915 2.896 2.501
H 3.300 3.810 1.044
H 2.127 1.697 0.520
H 1.239 3.160 -0.005
H 3.320 -0.451 0.585
H 2.820 -1.714 1.745
H 5.017 0.340 2.195
H 5.269 -1.343 1.744
H 5.382 -0.596 4.291
H 4.640 -2.142 3.890
H 3.320 -0.377 5.443
H 2.458 -1.383 4.283
H 3.484 1.404 3.662
H 1.817 1.043 4.113
H -3.162 0.493 0.926
H -2.224 2.000 1.004
H -4.419 2.348 1.931
H -3.220 2.504 3.209
H -5.255 0.308 2.781
H -4.806 1.153 4.259
H -3.539 -1.252 2.968
H -3.661 -0.829 4.671
H -1.320 -0.729 3.991
H -1.892 0.878 4.403

Properties
orbital gap: 4.88 eV
calculated total energy: -2215.7467 hartree
total charge: +1

=====

Molecular formula: C2H7ClN2O
Method: DFT, ωB97M-V/def2-TZVPD

Element x y z (Å)
C 1.235 -0.011 1.806
C -1.545 0.755 -1.465
N 0.957 -0.615 0.679
N 1.707 -1.197 -0.152
O -1.676 -0.180 -0.374
Cl 3.388 -0.954 0.167
H 2.308 0.183 2.054
H -2.158 -0.999 -0.602
H 0.401 0.544 2.274
H -2.557 1.198 -1.709
H -0.945 0.257 -2.288
H -0.959 1.600 -1.049
H -0.156 -0.581 0.661

Properties
orbital gap: 8.36 eV
calculated total energy: -725.1994 hartree
total charge: 0

=====

Molecular formula: C5H12N2O
Method: DFT, ωB97M-V/def2-TZVPD

Element x y z (Å)
C 2.611 -0.154 -1.121
C 0.444 0.630 -1.739
C -1.835 0.472 1.934
C -0.214 -0.658 -1.836
C -1.948 -0.730 2.938
N 1.628 0.931 -1.339
N -0.795 0.450 1.239
O 2.035 2.081 -1.056
H 2.462 -0.410 -0.167
H 2.452 -0.926 -1.888
H -0.081 1.519 -1.767
H -2.635 1.272 1.886
H 0.463 -1.239 -2.420
H -1.095 -0.570 -2.475
H -0.507 -1.154 -0.916
H -2.985 -0.908 3.022
H -1.558 -0.445 3.876
H -1.394 -1.526 2.491
H 3.649 0.128 -1.309
H -0.697 1.239 0.649

Properties
orbital gap (alpha / beta): 6.44 / 9.00 eV
<S²>: 2.01
calculated total energy: -382.2194 hartree
multiplicity: 3
total charge: 0

=====

Molecular formula: C29H35N8O2Ta
Method: DFT, ωB97M-V/def2-TZVPD

Element x y z (Å)
Ta 0.313 0.935 -0.421
C -0.144 3.640 -2.173
N -0.792 2.313 -1.954
C -0.751 1.667 -3.323
C -1.134 0.185 -3.333
C 0.041 -0.773 -3.221
N 0.711 -0.627 -1.888
C 1.622 -1.563 -1.688
C 2.349 -1.819 -0.499
C 3.454 -2.753 -0.582
C 4.118 -3.085 0.552
C 3.851 -2.377 1.749
C 2.911 -1.423 1.872
C 2.121 -1.158 0.766
O 1.265 -0.146 0.868
C -2.211 2.695 -1.604
C -3.020 1.581 -0.885
C -2.640 1.517 0.611
N -1.220 1.687 0.883
C -0.763 1.881 2.108
C 0.352 2.655 2.479
C 0.549 3.013 3.847
C 1.477 3.939 4.128
C 2.295 4.450 3.092
C 2.255 3.981 1.770
C 1.320 3.011 1.450
O 1.140 2.620 0.161
H -0.773 4.257 -2.839
H 0.820 3.557 -2.636
H -0.099 4.182 -1.221
H 0.277 1.769 -3.693
H -1.411 2.274 -3.886
H -1.704 0.014 -4.295
H -1.877 -0.082 -2.555
H 0.718 -0.617 -4.091
H -0.333 -1.822 -3.301
H 1.946 -2.250 -2.480
H 3.745 -3.080 -1.565
H 4.930 -3.844 0.529
H 4.261 -2.761 2.661
H 2.716 -0.759 2.722
H -2.764 3.006 -2.518
H -2.175 3.512 -0.897
H -2.974 0.573 -1.421
H -4.024 2.019 -0.938
H -3.120 0.625 1.103
H -3.139 2.441 1.105
H -1.327 1.574 2.976
H -0.058 2.511 4.650
H 1.743 4.205 5.155
H 2.920 5.292 3.346
H 2.901 4.307 0.998
N -1.089 -0.885 -0.168
C -1.311 -1.771 0.525
N -1.602 -2.884 1.152
C -0.624 -3.988 1.210
C -1.335 -5.342 1.441
C -2.777 -5.357 0.875
C -3.635 -4.164 1.462
C -2.747 -3.075 2.077
H 0.146 -3.770 1.991
H -0.065 -4.039 0.246
H -1.350 -5.526 2.526
H -0.675 -6.139 1.105
H -3.266 -6.273 1.097
H -2.905 -5.290 -0.217
H -4.311 -4.485 2.219
H -4.273 -3.747 0.702
H -2.386 -3.179 3.105
H -3.320 -2.121 2.074
N 2.181 1.567 -1.820
C 2.986 2.174 -2.404
N 4.040 2.653 -2.976
C 3.835 3.833 -3.668
N 3.817 4.858 -4.225

Properties
orbital gap: 5.63 eV
calculated total energy: -1771.0844 hartree
total charge: +2